Entry 1:
DFT (wB97M-V/def2-TZVPD) results for C4H7N3O as an isolated structure in a non-equilibrium geometry.

Structure (XYZ):
```
15
Properties=species:S:1:pos:R:3:lowdin_charge:R:1
N -2.406 -0.429 0.386 0.07
C 1.931 0.526 -0.793 -0.32
C 1.198 -0.573 -0.571 -0.13
C -0.004 -0.789 0.020 -0.27
H 3.041 0.190 -1.077 0.14
H -1.249 -2.153 0.318 0.05
O 1.787 1.783 -0.555 -0.08
H -1.682 2.055 1.453 0.21
N -0.969 1.407 0.731 0.05
H 1.728 -1.451 -1.245 0.17
H -0.050 1.956 0.308 0.15
H 0.590 -2.917 0.732 0.28
N -0.246 -2.117 0.163 0.06
H -3.041 0.355 0.695 0.05
C -1.172 0.114 0.393 -0.44
```

E_HOMO ... -9.0 eV
Energy above the lowest of the compared OMol25 structures with the same formula, charge and spin ... 4.772 eV
DFT total energy ... -395.97304 a.u.

---

Entry 2:
DFT (wB97M-V/def2-TZVPD) results for one molecule with the formula C4H7N3O in a non-equilibrium geometry.

Structure (XYZ):
```
15
Properties=species:S:1:pos:R:3:lowdin_charge:R:1
H -3.021 1.380 1.049 0.01
N -0.213 -0.465 -0.227 0.01
H -1.195 -0.504 0.105 0.13
N 0.090 1.479 1.110 0.07
C 1.856 -0.928 -0.737 -0.11
C 0.450 -1.387 -1.014 -0.20
H 2.272 -1.548 0.169 0.17
H -0.024 -1.027 -2.081 0.18
C 0.463 0.643 0.177 -0.35
H -1.421 2.215 2.444 0.14
C -1.206 1.663 1.408 -0.29
H 2.368 -0.949 -1.712 0.12
H 0.020 -2.355 -0.747 0.13
O 1.725 0.534 -0.438 -0.01
N -2.164 1.251 0.494 0.01
```

E_HOMO ... -8.6 eV
Energy above the lowest of the compared OMol25 structures with the same formula, charge and spin ... 2.849 eV
Structure (SMILES) ... [H]/N=C/N=C1\NCCO1
DFT total energy ... -396.04370 a.u.

---

- Which formula does entry 1 have?
  C4H7N3O